1.
Computed, not measured: a structure of composition C31H42BrN6O5Ru at a distorted geometry, with the ωB97M-V functional and the def2-TZVPD basis.

```
86
Properties=species:S:1:pos:R:3:forces:R:3
H 0.18635 -4.30492 1.71433 0.0 0.0 0.0
H 3.11985 4.13628 3.32164 0.0 0.0 0.0
C -3.53035 1.78388 -4.59872 0.0 0.0 -0.1
H -3.22765 -1.53686 2.65261 0.0 0.0 0.1
H 4.22922 -2.73139 0.58586 0.0 0.1 0.0
C 0.79311 1.24419 5.16660 0.0 0.0 0.0
H -2.42265 -0.76860 -4.78753 0.0 0.0 0.0
H -0.54032 -5.46101 -3.54490 0.0 0.0 0.0
C -1.43294 -4.21831 -2.04721 0.0 0.0 -0.1
H 0.53649 -5.17674 0.22311 0.0 0.0 0.0
C 0.21621 -3.45190 -3.60575 0.0 0.0 -0.1
H 1.03449 1.28418 6.22172 0.0 0.0 0.0
H 1.84451 3.03960 4.71250 0.0 0.0 0.0
C 0.14580 1.16371 2.46170 0.0 0.0 0.0
O 1.31863 -2.79898 -0.53283 0.3 -0.5 -0.1
H -0.25374 4.59674 1.91525 0.0 0.0 0.0
H 0.78092 4.95250 3.29841 0.0 0.0 0.0
H 0.39605 -2.51333 3.13302 0.0 0.0 0.0
H 3.22566 1.73754 0.74173 0.0 0.0 -0.1
N -0.66305 -1.96000 -1.97403 0.0 -0.9 1.2
C 2.29237 -3.20026 0.10040 -0.2 -0.1 -0.2
H -2.08536 -4.97722 -1.64120 0.0 0.0 0.0
C 1.52529 3.31730 2.08774 -0.1 0.1 0.2
H -2.92763 0.20658 2.72129 0.0 0.0 0.0
H 1.27634 5.43240 1.66850 0.0 0.0 0.0
H -3.45088 -0.54719 -3.35482 0.0 0.0 0.0
C -2.60117 -0.76284 3.10556 0.0 0.0 0.0
H -0.30386 -0.58068 5.32700 0.0 0.0 0.0
H 2.00525 0.78234 -1.67699 0.2 0.3 -0.2
C 0.14610 -2.21681 -2.99981 0.0 -0.1 0.2
Br -2.51590 -2.50047 -0.04434 0.0 -0.1 -0.1
H -2.68104 4.26698 -0.36009 0.0 0.0 0.0
C 0.93494 2.21445 2.95562 0.1 -0.1 -0.1
C -2.12160 1.82219 -2.52527 0.0 0.1 0.1
O 3.48298 -0.58149 2.00940 -0.2 0.1 0.0
C 2.62145 -0.23518 1.21248 -0.2 -0.1 0.1
N 1.83313 1.07900 -0.71566 -1.1 -0.2 0.6
H 3.82626 0.49671 -0.34982 0.0 0.2 -0.2
C -1.41883 -2.94230 -1.51701 0.0 0.2 -0.1
H 3.49213 4.10448 1.60454 0.0 0.0 0.0
N 2.18447 -4.18550 1.02455 0.0 0.0 0.1
H 3.58025 -1.94536 -0.76335 0.0 0.1 0.0
C 2.94766 0.84035 0.19631 0.3 0.1 0.0
O 0.95388 -0.06385 -2.57735 -0.4 -0.9 -0.4
H -1.34192 2.90767 1.54584 0.1 0.0 0.0
C -2.48090 -0.30349 -3.79911 -0.2 0.0 -0.1
H -1.13537 1.11959 -5.74006 0.0 0.0 0.0
H 2.96422 -4.39519 1.61969 0.0 -0.1 0.0
C -2.70887 3.07915 -2.23249 -0.1 -0.1 -0.1
N -0.31155 1.17861 1.09059 0.0 -0.8 0.0
C 0.93755 -4.90061 1.19837 0.0 0.1 0.0
H -1.71398 -0.71476 -3.17331 0.0 0.0 0.0
H -1.00384 -1.05075 1.72575 0.0 0.0 -0.1
H 1.45592 2.01932 -0.70747 0.2 0.1 0.0
C -1.60054 2.34317 -0.48044 -0.1 0.1 0.0
H 1.43870 3.00938 1.04577 0.0 0.0 0.0
H -4.41453 1.71091 -3.96233 0.0 0.0 0.0
C 0.78182 4.65020 2.24889 0.0 0.0 0.0
N -1.41478 1.37372 -1.44781 0.1 -0.6 -0.7
C -0.66108 -2.35737 3.35602 0.0 0.0 0.0
H 0.89612 -3.58486 -4.43486 0.0 0.0 0.0
C -2.29705 1.19783 -3.90397 0.3 0.2 0.2
C 1.00102 -1.05878 -3.41276 0.1 0.1 -0.1
C -2.39565 3.39769 -0.93476 0.0 0.1 0.1
H 1.13227 -5.80602 1.77030 0.0 0.0 0.0
C -1.07683 2.18371 0.78169 -0.1 0.0 0.2
H -0.80231 -2.41835 4.43725 0.0 0.0 0.0
H -0.14779 1.13132 -4.26862 0.0 0.0 0.0
N 3.56358 -2.75681 -0.17050 0.1 -0.1 0.1
H -0.92886 2.61878 -4.81539 0.0 0.0 0.0
H -3.31621 3.65573 -2.90938 0.0 0.0 0.0
C 3.00995 3.54630 2.41022 0.0 0.0 0.0
H -3.72331 1.21877 -5.51316 0.0 0.0 0.0
C -1.04542 1.53567 -4.73248 -0.1 -0.1 -0.1
C -0.27604 0.12999 3.30993 -0.1 0.1 0.1
H 3.54641 2.60781 2.56276 0.0 0.0 0.0
C 0.04498 0.19583 4.65763 0.0 0.0 0.0
C -0.58174 -4.46945 -3.11220 -0.1 -0.1 0.0
H -1.24818 -3.16207 2.90746 0.0 0.0 0.0
O 1.63272 -1.10724 -4.44810 0.0 0.1 0.1
O 1.42087 -0.66319 1.12032 -0.1 -1.7 -0.4
C -1.12179 -1.01348 2.80251 0.0 0.1 0.2
H -2.77755 -0.77591 4.18430 0.0 0.0 0.0
H -3.38916 2.82921 -4.87785 0.0 0.0 0.0
C 1.24249 2.23144 4.31472 -0.1 0.0 0.1
Ru 0.09379 -0.17368 -0.55812 1.2 4.3 0.0
```
Positions in Å, forces in eV/Å.

Computed properties:
2S+1   2
ΔE to the lowest compared entry with this formula, charge and spin   184.59 kJ/mol
Frontier orbital gap (spin up / spin down)   6.8 / 6.7 eV
Total energy   -124632.4804 eV

Here are the Löwdin charges for atoms 1 to 2, given in e:
1. H 0.05
2. H 0.08

---

2.
Computed, not measured: an isolated molecule of C4H7NO3 at a distorted geometry, with the ωB97M-V functional and the def2-TZVPD basis.

```
15
Properties=species:S:1:pos:R:3:forces:R:3
C 0.42246 0.66577 -1.03375 1.7 -0.7 1.4
H 0.97936 1.06093 0.93116 0.1 -0.3 0.9
C 0.79576 -1.14520 0.57352 -0.3 -2.0 1.8
O 0.06642 -1.83077 -0.10337 0.0 0.5 -0.6
N 1.31094 -1.61631 1.77680 1.6 3.6 0.5
H 1.67248 -0.74715 2.20358 0.1 -1.2 0.3
O -1.79766 0.96827 -1.55476 -0.6 0.0 -0.9
H 0.30944 -0.17620 -1.70677 -0.2 -0.2 0.1
H 2.31234 0.35544 0.02048 0.3 -0.3 0.1
O -1.22895 1.50440 0.54639 0.2 0.0 -0.1
C -0.92826 1.11094 -0.55049 -0.4 0.4 -0.5
H 1.07429 1.34601 -1.56262 -0.7 1.0 -0.2
H -2.70940 1.26282 -1.38825 0.5 0.0 0.6
H 1.13816 -2.30674 2.48861 -0.8 -0.5 -0.9
C 1.25966 0.27310 0.24987 -1.5 -0.1 -2.5
```
Positions in Å, forces in eV/Å.

Computed properties:
ΔE to the lowest compared entry with this formula, charge and spin   84.90 kJ/mol
Frontier orbital gap   10.9 eV
SMILES string   NC(=O)CCC(=O)O
Total energy   -11894.3975 eV

Here are the Löwdin charges for atoms 1 to 2, given in e:
1. C -0.09
2. H 0.11

---

3.
Computed, not measured: a cluster of 2 separate species, C8H13F2NO3 in total, with the ωB97M-V functional and the def2-TZVPD basis.

```
27
Properties=species:S:1:pos:R:3:forces:R:3
H 0.75536 2.16504 -2.01894 0.1 -0.3 0.0
O 0.47017 -0.22080 -3.26786 0.4 0.2 0.0
C 1.81982 -1.01837 -1.45166 -0.1 -0.3 0.0
H -3.11623 -2.45944 -1.37192 0.1 0.0 0.1
H 0.92092 2.83398 3.07802 0.1 0.1 0.1
C 1.17974 0.01896 -2.31553 0.4 -0.1 -0.2
H 2.71056 -1.37515 -1.97406 0.1 0.0 0.0
H -2.26447 -3.42473 -0.13174 -0.1 0.0 0.0
N -0.74125 1.20899 0.67282 -0.8 0.1 0.1
C 0.09131 2.26795 2.66291 0.2 0.0 -0.2
O -1.91766 -0.13259 -2.28172 -0.2 -0.1 0.3
H -1.32028 -0.38617 -3.01463 0.0 0.0 0.3
C -0.86383 0.43148 -0.25080 -0.1 0.0 0.2
H 0.56784 2.79703 0.63176 0.0 -0.1 0.0
H -3.02925 -1.87275 0.31052 0.1 0.0 0.0
H 1.30182 1.27712 1.16942 -0.1 0.1 -0.1
C 0.39526 1.88836 1.21842 0.5 0.3 0.3
H 1.14214 -1.85918 -1.32247 0.0 0.0 0.0
F 2.35920 1.88133 -3.16385 0.0 -0.1 -0.3
F 2.40797 1.64729 -1.01586 0.1 -0.2 0.3
C -2.49315 -2.41671 -0.47335 -0.3 -0.1 0.0
O -1.24571 -1.79851 -0.74995 0.3 0.7 -0.3
H 2.12208 -0.62348 -0.48771 0.0 0.0 0.0
C 1.61716 1.48452 -2.10222 -0.5 0.5 -0.2
C -1.36736 -0.45734 -1.08346 -0.1 -0.6 -0.4
H -0.05883 1.37413 3.26276 0.0 -0.1 0.1
H -0.80990 2.87261 2.71059 -0.1 0.0 0.0
```
Positions in Å, forces in eV/Å.

Computed properties:
ΔE to the lowest compared entry with this formula, charge and spin   112.74 kJ/mol
Frontier orbital gap   8.7 eV
SMILES string   CCN=C=C(O)OC.CC(=O)C(F)F
Total energy   -21571.6579 eV

Here are the Löwdin charges for atoms 1 to 2, given in e:
1. H 0.17
2. O 0.08